(1)
Here is one molecule with the formula ClH2O2PS in a non-equilibrium geometry from the OMol25 dataset. Energies are from ωB97M-V/def2-TZVPD.

Output
multiplicity = 3
relative energy (zero: lowest compared OMol25 entry of this formula, charge and spin) = 1.6514 eV
HOMO level (spin up / spin down) = -4.07 / -10.68 eV
frontier orbital gap (spin up / spin down) = 0.1753 / 0.2563 Ha

Atoms and positions in Å:
O (-0.1363, 0.7991, -0.0536)
O (0.4648, -1.5845, 0.0027)
P (0.8750, -0.1850, 0.6263)
S (2.7884, 0.0388, 0.6594)
Cl (0.2215, -0.3656, 2.4947)
H (-0.3886, 1.6370, 0.3759)
H (1.3512, -1.8029, -0.2718)

=====

(2)
Here is one molecule with the formula ClH2O2PS2 in a non-equilibrium geometry from the OMol25 dataset. Energies are from ωB97M-V/def2-TZVPD.

Output
relative energy (zero: lowest compared OMol25 entry of this formula, charge and spin) = 3.2804 eV
HOMO level = -10.05 eV
frontier orbital gap = 0.3434 Ha

Atoms and positions in Å:
O (0.4521, 0.1822, -1.0799)
O (0.8658, 2.5659, -0.8090)
P (-0.5870, -0.6095, 0.2474)
S (0.5704, 0.5443, 1.4132)
S (1.4430, 1.3058, -0.5003)
Cl (0.2616, -2.4295, 0.2515)
H (-1.6192, -0.5584, -0.8942)
H (-1.3868, -1.0007, 1.3714)

=====

(3)
Here is a 2-piece molecular cluster, ClH2OP overall in a non-equilibrium geometry from the OMol25 dataset. Energies are from ωB97M-V/def2-TZVPD.

Output
relative energy (zero: lowest compared OMol25 entry of this formula, charge and spin) = 1.5256 eV
HOMO level = -10.23 eV
frontier orbital gap = 0.3213 Ha

Atoms and positions in Å:
O (0.6873, -0.3120, -0.6191)
P (1.2706, -0.1320, 0.7388)
Cl (-2.2324, -0.2308, -0.0768)
H (-1.2086, -0.5990, -0.8564)
H (1.4831, 1.2737, 0.8135)

=====

(4)
Here is a 20-piece molecular cluster, ClH38O23 overall in a non-equilibrium geometry from the OMol25 dataset. Energies are from ωB97M-V/def2-TZVPD.

Output
relative energy (zero: lowest compared OMol25 entry of this formula, charge and spin) = 0.2590 eV
HOMO level = -7.63 eV
charge = -1
frontier orbital gap = 0.3506 Ha

Atoms and positions in Å:
Cl (-0.0037, -0.2800, -0.2108)
O (-0.9127, -1.1720, 0.5842)
O (-0.1127, 1.1300, 0.2472)
O (1.4063, -0.6960, 0.0182)
O (-0.2937, -0.3180, -1.6788)
O (3.9503, -1.7660, -0.8898)
H (3.1263, -2.0280, -1.2588)
H (3.8663, -1.8540, 0.0422)
O (1.5663, 3.7360, 0.5822)
H (1.8153, 2.8630, 0.9012)
H (2.1753, 3.8000, -0.1698)
O (-2.9257, 1.0050, -1.3658)
H (-2.7187, 1.1520, -0.4138)
H (-3.8807, 0.9880, -1.4388)
O (-1.5027, -2.9190, 2.5202)
H (-1.2867, -2.9890, 3.4752)
H (-1.2517, -2.0590, 2.2052)
O (-2.6557, -1.8990, -1.8808)
H (-2.0917, -1.2470, -1.4548)
H (-3.4707, -1.4320, -1.9328)
O (-2.7767, 1.8220, 1.1942)
H (-2.2887, 2.6500, 1.3432)
H (-3.5857, 2.0570, 1.6712)
O (-1.7387, -0.0300, 2.9812)
H (-1.4327, 0.5050, 3.6702)
H (-2.1237, 0.5740, 2.3192)
O (3.6723, -1.7580, 1.8992)
H (2.7983, -1.5270, 2.0612)
H (3.6193, -2.6930, 2.0772)
O (-3.1497, -3.9130, -0.0308)
H (-2.5857, -3.2850, -0.4548)
H (-2.4807, -4.5980, 0.1292)
O (0.0793, 2.7010, -1.9468)
H (-0.2897, 2.2300, -1.2298)
H (-0.6987, 2.8440, -2.5338)
O (-0.2377, -2.5930, -3.8228)
H (0.0613, -2.4830, -2.9208)
H (-1.0337, -2.1030, -4.0048)
O (2.5753, -0.5910, -3.3998)
H (2.4963, -0.1320, -2.5748)
H (2.0383, -0.0980, -4.0318)
O (-0.0537, 2.4730, 2.7802)
H (-0.3097, 3.2300, 2.2132)
H (0.0683, 1.7540, 2.1642)
O (-1.9677, -0.2690, -4.0028)
H (-1.0447, 0.0570, -4.1388)
H (-2.1157, -0.3980, -3.0788)
O (2.5633, 1.3330, 1.6082)
H (2.1453, 0.5700, 1.1532)
H (2.5223, 1.1240, 2.5242)
O (2.6233, 1.4300, -1.4228)
H (1.7003, 1.4810, -1.3368)
H (2.7623, 1.8560, -2.2618)
O (1.1653, -3.4430, 0.6812)
H (0.8843, -2.6930, 1.1982)
H (1.2773, -3.0910, -0.1958)
O (-1.0747, 4.1410, 0.9292)
H (-1.1717, 5.0000, 1.2742)
H (-0.1577, 4.0610, 0.6572)
O (0.9473, -1.0970, 2.8442)
H (0.0723, -0.6940, 2.7712)
H (1.4493, -0.4220, 3.3612)